P:
DFT (ωB97M-V with the def2-TZVPD basis set) results for a cluster of 2 separate species, C4H10N in total.

```
15
Properties=species:S:1:pos:R:3:nbo_charge:R:1
C -1.070 -1.892 -0.697 -0.2086
C -1.575 -0.563 -0.303 -0.2115
C 1.364 2.689 0.870 -0.4741
C 0.871 -0.565 0.290 -0.1226
N -0.164 -0.712 -0.652 -0.4016
H -0.902 -2.635 0.071 0.2534
H -1.293 -2.295 -1.674 0.2556
H -2.190 0.009 -0.981 0.2572
H -1.773 -0.381 0.743 0.2526
H 2.254 2.371 1.372 0.1789
H 1.417 3.047 -0.138 0.1742
H 0.442 2.751 1.413 0.1713
H 0.634 -0.769 1.316 0.2032
H 1.877 -0.692 -0.060 0.2174
H 0.107 -0.362 -1.571 0.4545
```

Output
Charge ... +1
LUMO level (alpha / beta) ... -0.1833 / -0.1273 hartree
Frontier orbital gap (alpha / beta) ... 7.279 / 10.535 eV
HOMO (alpha / beta) ... -12.267 / -13.999 eV

Q:
DFT (ωB97M-V with the def2-TZVPD basis set) results for a cluster of 2 separate species, C4H10N in total.

```
15
Properties=species:S:1:pos:R:3:nbo_charge:R:1
C 1.335 1.894 2.058 0.1772
N 0.679 0.963 1.446 -0.5905
H 1.886 2.661 1.529 0.2448
H 1.088 1.923 3.115 0.2343
H 0.290 0.136 1.891 0.4557
H 0.306 1.312 0.550 0.4625
C -1.313 -2.084 -1.000 -0.6609
C -0.216 -1.037 -1.219 -0.1458
C -0.427 0.263 -1.485 -0.4527
H -1.848 -2.142 -1.944 0.2513
H -1.819 -1.794 -0.072 0.2118
H -0.970 -3.117 -0.856 0.2297
H 0.678 -1.520 -1.624 0.1990
H 0.194 0.633 -2.309 0.2207
H -0.874 1.034 -0.865 0.1630
```

Output
Charge ... +1
LUMO level ... -0.2313 hartree
Frontier orbital gap ... 6.375 eV
HOMO ... -12.668 eV

R:
DFT (ωB97M-V with the def2-TZVPD basis set) results for the ion C4H10N with charge +1.

```
15
Properties=species:S:1:pos:R:3:nbo_charge:R:1
C 0.861 1.222 0.109 -0.4229
N 0.045 -0.019 0.006 -0.2148
C 0.890 -1.266 0.056 -0.4077
C -1.146 0.016 -0.778 -0.2228
C -1.259 -0.009 0.696 -0.2440
H 1.326 1.257 1.101 0.2386
H 1.732 1.429 -0.529 0.2610
H 0.224 2.068 -0.043 0.2286
H 1.867 -0.960 -0.389 0.2437
H 0.995 -1.829 0.980 0.2599
H 0.427 -1.921 -0.697 0.2261
H -1.219 -0.886 -1.438 0.2532
H -1.488 1.053 -1.190 0.2601
H -1.565 0.899 1.259 0.2728
H -1.690 -1.054 0.856 0.2682
```

Output
Charge ... +1
LUMO level ... -0.1058 hartree
SMILES string ... C[N+]1(C)CC1
Frontier orbital gap ... 13.809 eV
HOMO ... -16.687 eV

S:
DFT (ωB97M-V with the def2-TZVPD basis set) results for the ion C4H10N with charge +1.

```
15
Properties=species:S:1:pos:R:3:nbo_charge:R:1
C 2.073 -1.060 -0.905 -0.3272
C 1.293 -0.795 0.127 -0.2220
C -0.193 -0.563 -0.014 -0.4676
C -0.499 0.841 0.470 -0.2066
N -1.969 1.186 0.288 -0.6690
H 3.146 -1.222 -0.891 0.2259
H 1.677 -1.078 -1.924 0.1930
H 1.703 -0.843 1.128 0.2184
H -0.685 -1.292 0.634 0.2275
H -0.534 -0.759 -1.034 0.2271
H -0.275 0.969 1.524 0.2328
H 0.043 1.589 -0.096 0.2328
H -2.208 1.229 -0.707 0.4445
H -2.581 0.515 0.753 0.4435
H -2.162 2.109 0.691 0.4469
```

Output
Charge ... +1
LUMO level ... -0.1429 hartree
SMILES string ... C=CCC[NH3+]
Frontier orbital gap ... 9.758 eV
HOMO ... -13.646 eV

Verdict on stability: S comes out on top.

P:
DFT (ωB97M-V with the def2-TZVPD basis set) results for the ion C4H10N with charge +1.

```
15
Properties=species:S:1:pos:R:3:nbo_charge:R:1
C 1.954 0.060 -0.479 -0.3197
C 0.647 -0.166 -0.182 0.1469
N 0.186 -1.465 0.483 -0.7187
C -0.386 0.620 -0.700 -0.5216
C -1.370 1.040 0.396 -0.6419
H 2.353 1.056 -0.695 0.2670
H 2.624 -0.827 -0.244 0.2122
H -0.183 -1.391 1.435 0.4560
H -0.619 -2.029 -0.033 0.4574
H 0.961 -2.139 0.476 0.4492
H 0.057 1.428 -1.239 0.2628
H -1.116 0.278 -1.463 0.2600
H -2.359 1.543 0.007 0.2566
H -0.901 1.744 1.180 0.2321
H -1.849 0.247 1.059 0.2016
```

Output
Charge ... +1
LUMO level ... -0.1443 hartree
SMILES string ... C=C([NH3+])CC
Frontier orbital gap ... 10.633 eV
HOMO ... -14.559 eV

Q:
DFT (ωB97M-V with the def2-TZVPD basis set) results for a cluster of 2 separate species, C4H10N in total.

```
15
Properties=species:S:1:pos:R:3:nbo_charge:R:1
C 3.682 -1.330 2.174 -0.3702
C 3.313 -0.052 2.165 -0.4031
H 4.641 -1.704 1.829 0.1967
H 3.071 -2.163 2.507 0.1888
H 3.976 0.690 1.743 0.2003
H 2.357 0.251 2.562 0.1879
C -1.279 0.674 -1.854 -0.4346
C -3.417 0.283 -0.676 0.1625
N -2.614 0.052 -1.646 -0.3957
H -1.069 0.697 -2.917 0.2538
H -1.384 1.706 -1.501 0.2353
H -0.571 0.128 -1.242 0.2586
H -3.142 0.992 0.108 0.2334
H -4.396 -0.190 -0.745 0.2387
H -3.169 -0.035 -2.506 0.4476
```

Output
Charge ... +1
LUMO level ... -0.2204 hartree
Frontier orbital gap ... 6.171 eV
HOMO ... -12.168 eV

R:
DFT (ωB97M-V with the def2-TZVPD basis set) results for a cluster of 2 separate species, C4H10N in total.

```
15
Properties=species:S:1:pos:R:3:nbo_charge:R:1
C 0.994 -2.046 -1.899 -0.4464
C -0.335 -0.483 -0.468 -0.3575
C 0.327 -1.270 -1.190 0.1013
C -0.251 1.075 -0.820 -0.6050
N -0.474 0.814 2.352 -0.8941
H 0.664 -2.354 -2.909 0.2511
H 2.059 -2.240 -1.735 0.2452
H -0.890 -0.842 0.380 0.1911
H -1.383 0.532 2.348 0.4472
H 0.508 1.043 -1.571 0.2511
H 0.090 1.579 0.088 0.1447
H -1.225 1.345 -1.337 0.2560
H -0.302 1.879 2.547 0.4721
H -0.004 0.732 1.362 0.4798
H 0.221 0.238 2.851 0.4635
```

Output
Charge ... +1
LUMO level ... -0.1547 hartree
Frontier orbital gap ... 9.205 eV
HOMO ... -13.415 eV

S:
DFT (ωB97M-V with the def2-TZVPD basis set) results for a cluster of 2 separate species, C4H10N in total.

```
15
Properties=species:S:1:pos:R:3:nbo_charge:R:1
C -1.338 -0.010 1.832 -0.4379
C -1.672 -0.391 -0.568 0.1361
N -2.095 -0.350 0.630 -0.3707
H -1.312 -0.860 2.508 0.2579
H -1.825 0.824 2.337 0.2514
H -0.340 0.305 1.533 0.2415
H -0.650 -0.067 -0.742 0.2357
H -2.343 -0.670 -1.369 0.2410
H -3.098 -0.389 0.751 0.4387
C 1.803 0.170 -1.023 -0.4509
C 3.101 0.327 -1.234 -0.3127
H 1.221 1.027 -0.687 0.1714
H 1.233 -0.723 -1.240 0.1771
H 3.604 1.270 -1.075 0.2115
H 3.710 -0.463 -1.653 0.2097
```

Output
Charge ... +1
LUMO level ... -0.1981 hartree
Frontier orbital gap ... 8.133 eV
HOMO ... -13.525 eV

Verdict on stability: P comes out on top.

P:
DFT (ωB97M-V with the def2-TZVPD basis set) results for a cluster of 2 separate species, C3H9NOSi in total.

```
15
Properties=species:S:1:pos:R:3:nbo_charge:R:1
C -2.397 0.845 0.694 -0.4712
C -1.704 0.608 -0.437 -0.4676
C 0.760 -2.169 -0.395 -0.2438
N 1.763 1.494 0.605 -1.3526
O 1.271 -0.965 0.010 -0.9016
Si 0.973 0.481 -0.539 1.7549
H -3.428 0.886 0.704 0.1790
H -1.924 1.019 1.725 0.1908
H -2.094 0.293 -1.391 0.1699
H 1.278 -3.068 -0.517 0.1925
H 0.077 -2.017 -1.288 0.1634
H 0.066 -2.279 0.417 0.1917
H 2.146 1.251 1.574 0.4132
H 1.783 2.520 0.601 0.4031
H 1.430 1.101 -1.761 -0.2217
```

Output
LUMO level ... 0.0345 hartree
Frontier orbital gap ... 9.011 eV
HOMO ... -8.073 eV

Q:
DFT (ωB97M-V with the def2-TZVPD basis set) results for a cluster of 2 separate species, C3H9NOSi in total.

```
15
Properties=species:S:1:pos:R:3:nbo_charge:R:1
C 3.368 0.134 0.388 -0.5163
C 2.217 -0.168 -0.142 -0.4134
C -2.232 -1.482 -0.099 -0.2216
N -1.285 1.817 -0.544 -1.2792
O -1.698 -0.524 0.674 -0.9025
Si -0.632 0.731 0.654 1.7079
H 4.316 -0.115 -0.014 0.1883
H 3.297 0.698 1.414 0.1792
H 2.217 -0.685 -1.004 0.1270
H -3.281 -1.359 -0.108 0.1845
H -1.835 -2.504 0.119 0.1857
H -1.950 -1.511 -1.264 0.1431
H -0.799 2.652 -0.690 0.3926
H -1.434 1.360 -1.429 0.4039
H -0.270 0.954 2.046 -0.1791
```

Output
LUMO level (alpha / beta) ... 0.0132 / 0.0132 hartree
Frontier orbital gap (alpha / beta) ... 7.901 / 7.909 eV
HOMO (alpha / beta) ... -7.542 / -7.550 eV

Verdict on stability: P comes out on top.